Record 1
The following is a quantum chemistry calculation of a 2-piece molecular cluster, C4H15N2O overall, from the OMol25 dataset.

Bonds (Å) are listed after each position.
Atoms and positions in Å:
1 N -1.377 -1.434 1.493  C2 1.546, H7 1.024, H8 1.023, H9 1.061
2 C -1.668 -0.034 0.906  N1 1.546, C3 1.513, H10 1.095, H11 1.089
3 C -1.428 0.199 -0.569  C2 1.513, N4 1.510, H12 1.091, H13 1.098
4 N 0.061 0.240 -0.815  C3 1.510, C5 1.482, H14 1.033
5 C 0.684 1.585 -0.810  N4 1.482, C6 1.513, H15 1.104, H16 1.081
6 C 2.161 1.502 -1.127  C5 1.513, H17 1.107, H18 1.106, H19 1.086
7 H -1.596 -1.446 2.493  N1 1.024
8 H -1.998 -2.126 1.067  N1 1.023
9 H -0.372 -1.732 1.329  N1 1.061
10 H -1.093 0.640 1.550  C2 1.095
11 H -2.712 0.066 1.201  C2 1.089
12 H -1.843 -0.605 -1.179  C3 1.091
13 H -1.883 1.157 -0.856  C3 1.098
14 H 0.164 -0.061 -1.797  N4 1.033
15 H 0.242 2.285 -1.541  C5 1.104
16 H 0.555 1.903 0.214  C5 1.081
17 H 2.214 0.918 -2.065  C6 1.107
18 H 2.703 0.981 -0.316  C6 1.106
19 H 2.684 2.436 -1.309  C6 1.086
20 H 1.782 -2.892 0.650  O22 0.968
21 H 1.476 -1.407 0.468  O22 0.969
22 O 1.244 -2.174 1.012  H20 0.968, H21 0.969

Computed properties:
HOMO energy (alpha / beta) ... -20.24 / -20.21 eV
Spin multiplicity ... 2
Gap between HOMO and LUMO (alpha / beta) ... 13.34 / 7.18 eV
Net charge ... +2

Here are the Mulliken charges for atoms 1 to 5, given in e: -0.206 -0.653 -0.467 0.036 -0.355

=====

Record 2
The following is a quantum chemistry calculation of a 2-piece molecular cluster, C4H15N2O2 overall, from the OMol25 dataset.

Bonds (Å) are listed after each position.
Atoms and positions in Å:
1 C -1.427 -0.646 -1.305  O2 1.429, C3 1.525, H8 1.088, H9 1.084
2 O -2.758 -0.591 -0.789  C1 1.429, H10 0.963
3 C -0.523 -0.894 -0.101  C1 1.525, C4 1.534, N7 1.484, H11 1.088
4 C 0.903 -1.115 -0.621  C3 1.534, C5 1.528, H12 1.087, H13 1.085
5 C 1.946 -1.414 0.455  C4 1.528, N6 1.496, H14 1.083, H15 1.088
6 N 2.006 -0.316 1.469  C5 1.496, H16 1.011, H17 1.007
7 N -0.578 0.246 0.846  C3 1.484, H18 1.022, H19 1.027, H20 1.023
8 H -1.167 0.238 -1.884  C1 1.088
9 H -1.333 -1.552 -1.892  C1 1.084
10 H -3.217 0.175 -1.149  O2 0.963
11 H -0.771 -1.831 0.392  C3 1.088
12 H 1.150 -0.214 -1.178  C4 1.087
13 H 1.000 -1.843 -1.420  C4 1.085
14 H 2.931 -1.484 0.010  C5 1.083
15 H 1.610 -2.265 1.043  C5 1.088
16 H 2.419 0.521 1.083  N6 1.011
17 H 2.535 -0.674 2.248  N6 1.007
18 H -0.216 -0.052 1.754  N7 1.022
19 H -1.575 0.455 0.970  N7 1.027
20 H -0.029 1.070 0.589  N7 1.023
21 H -0.376 4.271 -0.430  O23 0.966
22 H 1.040 4.137 0.023  O23 0.962
23 O 0.248 3.607 -0.107  H21 0.966, H22 0.962

Computed properties:
HOMO energy ... -13.59 eV
Spin multiplicity ... 1
Gap between HOMO and LUMO ... 10.78 eV
Net charge ... +1

Here are the Mulliken charges for atoms 1 to 5, given in e: -0.838 -0.537 0.180 -0.937 -0.690

=====

Record 3
The following is a quantum chemistry calculation of a 3-piece molecular cluster, C4H15N2O2 overall, from the OMol25 dataset.

Bonds (Å) are listed after each position.
Atoms and positions in Å:
1 C 0.279 -0.200 -1.591  C2 1.536, N6 1.588, H7 1.223, H8 1.206
2 C 0.266 1.105 -0.782  C1 1.536, C3 1.490, H9 1.099, H10 1.134
3 C -0.374 0.996 0.560  C2 1.490, C4 1.352, H11 1.217
4 C 0.163 0.870 1.794  C3 1.352, N5 1.345, H12 1.149
5 N -0.559 0.901 2.929  C4 1.345, H13 0.997, H14 1.029
6 N -0.939 -1.118 -1.150  C1 1.588, H15 0.979, H16 1.024, H17 1.024
7 H 1.341 -0.660 -1.196  C1 1.223
8 H 0.263 -0.140 -2.795  C1 1.206
9 H 1.324 1.400 -0.731  C2 1.099
10 H -0.273 1.877 -1.414  C2 1.134
11 H -1.575 1.189 0.565  C3 1.217
12 H 1.228 0.441 1.777  C4 1.149
13 H -1.507 1.202 2.863  N5 0.997
14 H -0.170 0.803 3.877  N5 1.029
15 H -0.685 -2.056 -1.272  N6 0.979
16 H -1.175 -0.675 -0.257  N6 1.024
17 H -1.722 -0.913 -1.779  N6 1.024
18 H 4.974 0.224 0.196  O20 0.886
19 H 4.689 1.282 -0.726  O20 0.882
20 O 4.461 0.464 -0.486  H18 0.886, H19 0.882
21 H -2.935 -2.860 0.279  O23 0.967
22 H -3.985 -2.086 -0.442  O23 0.924
23 O -3.089 -2.048 -0.221  H21 0.967, H22 0.924

Computed properties:
HOMO energy ... -11.63 eV
Spin multiplicity ... 1
Gap between HOMO and LUMO ... 8.75 eV
Net charge ... +1

Here are the Mulliken charges for atoms 1 to 5, given in e: -0.531 -0.530 -0.646 0.144 -0.399

=====

Record 4
The following is a quantum chemistry calculation of a 3-piece molecular cluster, C4H15N2O2 overall, from the OMol25 dataset.

Bonds (Å) are listed after each position.
Atoms and positions in Å:
1 C 2.910 -0.069 -0.302  C2 1.532, H7 1.087, H8 1.091, H9 1.091
2 C 1.695 0.650 0.293  C1 1.532, C3 1.516, H10 1.093, H11 1.092
3 C 0.295 0.119 0.052  C2 1.516, C4 1.348, N6 1.343
4 C 0.056 -0.427 -1.157  C3 1.348, N5 1.489, H12 1.076
5 N -1.238 -0.876 -1.741  C4 1.489, H13 1.013, H14 1.026, H15 1.028
6 N -0.565 0.254 1.075  C3 1.343, H16 1.001, H17 1.000
7 H 3.561 0.575 -0.889  C1 1.087
8 H 2.526 -0.881 -0.921  C1 1.091
9 H 3.512 -0.582 0.449  C1 1.091
10 H 1.639 1.668 -0.099  C2 1.093
11 H 1.846 0.772 1.367  C2 1.092
12 H 0.824 -0.614 -1.888  C4 1.076
13 H -1.150 -1.808 -2.126  N5 1.013
14 H -1.858 -0.784 -0.929  N5 1.026
15 H -1.763 -0.228 -2.343  N5 1.028
16 H -1.545 0.068 0.990  N6 1.001
17 H -0.198 0.426 1.989  N6 1.000
18 H -1.749 2.368 -1.515  O20 0.969
19 H -3.039 1.852 -1.080  O20 0.968
20 O -2.183 1.513 -1.378  H18 0.969, H19 0.968
21 H -0.665 -1.925 3.409  O23 0.958
22 H -1.769 -0.885 3.706  O23 0.961
23 O -1.144 -1.183 3.039  H21 0.958, H22 0.961

Computed properties:
HOMO energy ... -12.05 eV
Spin multiplicity ... 1
Gap between HOMO and LUMO ... 9.01 eV
Net charge ... +1

Here are the Mulliken charges for atoms 1 to 5, given in e: -1.047 -0.570 0.956 -1.120 -0.237

=====

Ordered ΔE to the lowest compared entry with this formula, charge and spin results: 137.2; 93.5; 284.0; 166.2; unit kJ/mol.